# 1
{
  "formula": "C45H54BiBr4GeN2O4PSi3",
  "method": "ωB97M-V/def2-TZVPD",
  "charge": -2,
  "homo_lumo_gap_ev": 5.31,
  "symbols": ["Bi", "Br", "C", "C", "Br", "C", "Br", "C", "O", "C", "O", "C", "Br", "N", "C", "O", "C", "C", "H", "H", "H", "H", "H", "H", "C", "C", "C", "C", "C", "C", "P", "C", "C", "C", "C", "C", "C", "C", "C", "C", "C", "C", "C", "C", "C", "C", "C", "H", "H", "H", "H", "H", "H", "H", "H", "H", "H", "H", "H", "H", "H", "H", "H", "C", "Si", "C", "C", "Ge", "Si", "C", "C", "C", "Si", "C", "C", "C", "H", "H", "H", "H", "H", "H", "H", "H", "H", "H", "H", "H", "H", "H", "H", "H", "H", "H", "H", "H", "H", "H", "H", "H", "H", "H", "H", "O", "N", "C", "C", "C", "C", "C", "H", "H", "H", "H", "H"],
  "positions_angstrom": [[-0.6182, 0.4314, 0.1806], [3.5661, 6.8018, -0.8052], [3.0126, 5.0104, -1.1103], [3.8532, 4.1047, -1.7113], [5.6007, 4.6143, -2.2559], [3.3968, 2.7901, -1.9382], [4.5638, 1.4782, -2.6836], [2.1172, 2.3270, -1.5863], [1.7260, 1.1269, -1.7252], [1.1966, 3.3168, -0.9866], [0.0204, 2.9592, -0.6434], [1.7091, 4.5992, -0.7567], [0.5460, 5.7866, 0.1839], [-2.4392, 4.2936, -1.7592], [-2.7732, 3.0571, -1.2578], [-3.1803, 2.1624, -1.9800], [-2.7151, 2.9101, 0.2415], [-2.6301, 1.4595, 0.6568], [-2.2645, 4.2568, -2.7547], [-1.6851, 4.7429, -1.2538], [-3.6175, 3.4037, 0.6321], [-1.8548, 3.4702, 0.6137], [-3.4420, 0.8627, 0.2449], [-2.6722, 1.3853, 1.7452], [0.2162, 3.6052, 7.1089], [-0.9723, 3.0668, 6.6284], [-0.9729, 2.3248, 5.4603], [0.2100, 2.0835, 4.7570], [1.3923, 2.6325, 5.2443], [1.3931, 3.3903, 6.4102], [0.0572, 1.1270, 3.1883], [1.8097, 1.1122, 2.6606], [2.7688, 0.2038, 3.0988], [4.0932, 0.3491, 2.7090], [4.4664, 1.3974, 1.8772], [3.5120, 2.2925, 1.4146], [2.1876, 2.1435, 1.8012], [-0.2469, -0.5659, 3.8368], [0.1687, -0.8891, 5.1059], [-0.1635, -2.1196, 5.7031], [-0.9594, -2.9922, 5.0238], [-1.4243, -2.6946, 3.7196], [-2.3002, -3.6021, 3.0749], [-2.7672, -3.3178, 1.8290], [-2.3260, -2.1539, 1.1632], [-1.4587, -1.2389, 1.7097], [-1.0365, -1.4868, 3.0651], [0.2199, 4.1969, 8.0161], [-1.9008, 3.2369, 7.1595], [-1.9049, 1.9206, 5.0798], [2.3202, 2.4738, 4.7100], [2.3229, 3.8143, 6.7695], [2.4801, -0.6190, 3.7424], [4.8323, -0.3701, 3.0416], [5.4975, 1.5001, 1.5614], [3.7826, 3.0864, 0.7295], [1.4349, 2.8211, 1.4118], [0.7487, -0.1747, 5.6779], [0.1886, -2.3474, 6.7022], [-1.2643, -3.9309, 5.4749], [-2.5891, -4.5088, 3.5963], [-3.4484, -3.9968, 1.3268], [-2.6696, -2.0064, 0.1480], [-0.8848, 2.0898, -4.1243], [-0.5354, 0.2467, -4.1467], [-1.3925, -0.4463, -5.6979], [1.2989, 0.0197, -4.5004], [-1.3750, -0.8847, -2.1899], [-0.3002, -3.0436, -2.4189], [-0.5290, -4.2358, -0.9693], [-0.8600, -4.1038, -3.9019], [1.5527, -2.8363, -2.7548], [-3.7216, -1.2089, -2.7364], [-4.8038, -1.6428, -1.2437], [-4.6266, 0.2098, -3.5944], [-4.0246, -2.6738, -3.9049], [-0.4493, 2.5408, -5.0223], [-0.4365, 2.5502, -3.2422], [-1.9558, 2.2890, -4.0951], [-0.9423, 0.0185, -6.5813], [-2.4593, -0.2321, -5.7126], [-1.2644, -1.5258, -5.7891], [1.6199, 0.8247, -5.1688], [1.5003, -0.9336, -4.9942], [1.8943, 0.0968, -3.5928], [-1.5182, -4.6999, -1.0032], [-0.4087, -3.7424, -0.0069], [0.2180, -5.0327, -1.0483], [-1.7730, -4.6572, -3.6905], [-0.0647, -4.8337, -4.0876], [-1.0137, -3.5398, -4.8208], [1.9199, -1.8559, -2.4613], [1.7589, -2.9641, -3.8195], [2.1223, -3.5938, -2.2075], [-4.7586, -0.8809, -0.4655], [-4.5145, -2.5953, -0.7960], [-5.8426, -1.7314, -1.5779], [-4.8978, 0.9896, -2.8879], [-5.5321, -0.1985, -4.0557], [-4.0275, 0.6826, -4.3700], [-3.7593, -3.6280, -3.4551], [-3.4845, -2.5829, -4.8472], [-5.0967, -2.6930, -4.1277], [1.1312, -1.9086, 0.0342], [2.3838, -2.0425, 0.2409], [2.8242, -3.0169, 1.0737], [4.1705, -3.2321, 1.2601], [5.0955, -2.4383, 0.5978], [4.6202, -1.4237, -0.2178], [3.2658, -1.2245, -0.3834], [2.0319, -3.5853, 1.5365], [4.4792, -4.0268, 1.9262], [6.1574, -2.5968, 0.7281], [5.2869, -0.7507, -0.7381], [2.8075, -0.4294, -0.9756]],
  "forces_ev_per_angstrom": [[-0.2, -0.1, -0.2], [0.0, 0.0, 0.0], [0.0, 0.0, 0.0], [0.0, 0.0, 0.0], [0.0, 0.0, 0.0], [0.0, 0.0, -0.1], [0.0, 0.0, 0.0], [-0.1, 0.0, 0.0], [0.0, 0.0, 0.2], [0.1, 0.0, -0.1], [-0.1, 0.0, 0.0], [0.0, 0.0, 0.1], [-0.1, 0.0, 0.0], [0.1, 0.0, 0.0], [-0.1, 0.1, -0.1], [-0.1, 0.1, 0.0], [0.1, 0.1, -0.1], [0.1, -0.1, 0.2], [0.0, 0.0, 0.0], [0.0, 0.0, 0.1], [0.0, -0.1, 0.0], [0.0, 0.0, 0.0], [0.0, 0.0, -0.1], [0.0, 0.0, 0.0], [0.0, 0.0, 0.0], [0.0, 0.0, 0.0], [0.0, 0.0, 0.0], [-0.1, -0.1, 0.0], [0.0, 0.0, 0.0], [0.0, 0.0, 0.0], [0.2, 0.1, -0.1], [0.0, 0.0, 0.0], [0.0, 0.0, 0.0], [0.0, 0.0, 0.0], [0.0, 0.0, 0.0], [0.0, 0.0, 0.0], [0.0, 0.0, 0.1], [0.0, 0.0, 0.0], [0.0, 0.0, 0.0], [0.0, 0.0, 0.0], [0.0, 0.0, 0.0], [0.0, -0.1, 0.0], [0.0, 0.0, 0.0], [0.0, 0.0, 0.0], [0.0, 0.0, 0.0], [0.1, 0.0, 0.0], [0.0, 0.0, 0.0], [0.0, 0.0, 0.0], [0.0, 0.0, 0.0], [0.0, 0.0, 0.0], [0.0, 0.0, 0.0], [0.0, 0.0, 0.0], [0.0, 0.0, 0.0], [0.0, 0.0, 0.0], [0.0, 0.0, 0.0], [0.0, 0.0, 0.0], [0.0, 0.0, 0.1], [0.0, 0.0, 0.0], [0.0, 0.0, 0.0], [0.0, 0.0, 0.0], [0.0, 0.0, 0.0], [0.0, 0.0, 0.0], [0.0, 0.0, 0.0], [0.0, 0.0, 0.0], [0.1, 0.0, 0.0], [0.0, 0.1, 0.0], [0.0, -0.1, 0.0], [-0.1, -0.1, -0.1], [0.1, 0.0, 0.1], [-0.1, 0.0, 0.0], [0.0, 0.0, 0.1], [0.0, 0.0, 0.0], [0.0, 0.0, 0.1], [0.0, 0.0, 0.0], [0.0, -0.1, 0.0], [0.0, 0.1, 0.0], [0.0, 0.0, 0.0], [0.1, 0.0, 0.1], [-0.1, 0.0, 0.0], [0.0, 0.0, 0.0], [-0.1, 0.0, 0.0], [0.0, 0.0, 0.0], [0.0, 0.0, -0.1], [0.0, 0.0, 0.0], [0.0, 0.0, 0.0], [-0.1, 0.0, 0.0], [0.0, 0.0, 0.0], [0.0, 0.0, 0.0], [-0.1, 0.0, 0.0], [0.0, 0.0, 0.0], [0.0, 0.1, -0.1], [0.0, 0.0, 0.0], [0.0, 0.0, 0.0], [0.0, 0.0, 0.0], [0.0, 0.0, 0.0], [0.0, 0.0, 0.0], [0.0, 0.0, 0.0], [0.0, 0.0, 0.0], [0.0, 0.0, 0.0], [0.0, 0.0, -0.1], [0.1, -0.1, 0.1], [0.0, 0.0, -0.1], [0.0, 0.0, 0.0], [-0.1, -0.1, 0.2], [0.0, 0.1, 0.0], [0.0, 0.0, 0.0], [0.0, 0.0, 0.0], [0.0, 0.0, 0.0], [0.0, 0.0, 0.0], [0.0, 0.1, 0.0], [0.0, 0.0, 0.0], [0.0, 0.0, 0.0], [0.0, 0.0, 0.0], [0.0, 0.0, 0.0], [0.1, 0.0, 0.0]]
}

---

# 2
{
  "formula": "C5H22NO8",
  "method": "ωB97M-V/def2-TZVPD",
  "charge": 1,
  "homo_lumo_gap_ev": 10.78,
  "symbols": ["O", "C", "C", "N", "C", "C", "C", "O", "H", "H", "H", "H", "H", "H", "H", "H", "H", "H", "H", "H", "O", "H", "H", "O", "H", "H", "O", "H", "H", "O", "H", "H", "O", "H", "H", "O"],
  "positions_angstrom": [[0.1692, 1.8024, 3.0257], [0.4018, 0.6402, 2.3938], [-0.8508, 0.2335, 1.7020], [-0.6405, -0.7481, 0.5583], [-1.8439, -1.8195, 0.5409], [-2.6694, -1.4353, 1.7590], [-1.7661, -0.5580, 2.5831], [1.3661, -0.0760, 2.3505], [0.9367, 2.0918, 3.5528], [-1.4355, 0.9951, 1.1032], [-0.5225, -0.3013, -0.3494], [0.1773, -1.3423, 0.5815], [-2.3389, -1.6252, -0.4197], [-1.2724, -2.7481, 0.6894], [-3.6912, -1.0325, 1.5757], [-2.8903, -2.4415, 2.2222], [-1.3886, -1.3449, 3.2965], [-2.2907, 0.2165, 3.2209], [-0.9166, -1.1156, -4.1901], [-1.1536, -0.6634, -2.6543], [-1.3564, -1.3386, -3.3669], [3.2135, 2.3669, -2.2479], [3.3533, 0.9860, -1.8207], [2.7279, 1.5310, -2.3335], [0.4106, 2.1600, -0.6489], [-0.5530, 3.2528, -1.0656], [-0.4227, 2.5624, -0.3913], [3.0448, -2.0378, -2.6397], [2.4021, -3.2576, -1.9389], [2.4888, -2.2951, -1.8913], [1.7740, -0.3353, -1.1240], [1.8698, -0.4436, 0.3954], [1.4238, 0.0237, -0.3167], [-1.1219, 1.8567, -3.1675], [0.3683, 1.3571, -3.1454], [-0.5546, 1.0863, -3.1261]],
  "forces_ev_per_angstrom": [[0.9, -0.7, 0.0], [-0.4, 0.4, -0.4], [-1.6, -1.1, -2.9], [-1.5, -1.9, -0.3], [1.3, 2.2, -0.2], [-1.8, -1.5, -0.4], [-1.5, 0.0, 3.3], [0.4, 0.7, 0.8], [-0.1, -0.2, -0.1], [0.8, 0.0, 1.5], [-0.2, 0.4, 0.3], [0.3, 0.3, 0.7], [0.2, -0.9, 0.3], [-0.9, 0.1, -0.6], [0.9, 0.1, -0.4], [0.2, 1.3, 0.2], [1.0, 1.5, -0.5], [0.2, -1.2, -0.6], [0.1, 0.5, 0.4], [-0.1, -0.9, -2.3], [-0.3, -0.3, 1.8], [-0.5, 0.2, -0.4], [-0.6, -0.2, -0.3], [1.0, 0.2, 0.5], [0.4, -0.3, 0.0], [-0.1, -0.3, 0.5], [-0.2, 0.4, -0.4], [-0.1, -0.3, 0.1], [0.1, 0.3, -0.1], [0.1, 0.1, -0.1], [0.3, -0.4, -0.7], [0.4, 0.1, 0.2], [0.7, 0.7, -0.1], [0.1, 0.3, -0.1], [0.1, 0.3, 0.0], [0.2, -0.1, 0.2]]
}

---

# 3
{
  "formula": "C4H11F5Hf2NO",
  "method": "ωB97M-V/def2-TZVPD",
  "charge": 3,
  "homo_lumo_gap_ev": 3.08,
  "symbols": ["Hf", "Hf", "F", "F", "F", "F", "F", "C", "C", "C", "O", "C", "N", "H", "H", "H", "H", "H", "H", "H", "H", "H", "H", "H"],
  "positions_angstrom": [[2.9302, -0.4790, -0.7748], [2.2242, 0.1016, 5.6316], [5.4462, 0.0603, 4.3959], [2.1639, -0.1506, 2.3401], [3.0316, 2.6743, 0.0498], [-0.5976, -1.1892, 4.9023], [3.7299, -3.2905, 0.6759], [-1.9207, 2.1080, -1.4991], [-0.8795, 0.9685, -1.1261], [-1.4303, -0.4213, -0.8851], [-0.3082, -1.1170, -0.5305], [-0.7240, -2.3361, 0.1317], [0.1854, 1.0354, -2.1223], [-1.3952, 3.0621, -1.4572], [-2.7481, 2.1857, -0.7938], [-2.3914, 1.8406, -2.4451], [-0.6238, 1.2913, -0.1169], [-1.8614, -0.8022, -1.8109], [-2.1979, -0.2873, -0.1229], [0.1318, -2.8387, 0.5823], [-1.2683, -2.9730, -0.5656], [-1.4676, -2.1898, 0.9151], [0.1574, 2.0156, -2.3640], [-0.1864, 0.7311, -3.0108]],
  "forces_ev_per_angstrom": [[-2.3, 1.2, 3.0], [-0.7, -1.5, -3.9], [-2.3, -0.1, 0.9], [0.3, 0.1, 0.9], [0.0, -3.1, -0.8], [3.1, 1.3, 0.8], [-0.9, 2.9, -1.5], [0.1, -1.2, -0.1], [-1.9, 1.3, 0.9], [-0.4, 2.8, -1.8], [1.4, -2.4, 1.5], [0.0, -0.9, 0.4], [0.1, 0.0, 0.7], [-0.1, 0.0, -0.5], [0.2, -0.3, 0.3], [0.2, 0.6, -0.3], [1.2, 0.1, -0.1], [-0.2, -0.4, 0.0], [0.1, -0.6, 0.3], [0.0, 0.0, -0.3], [0.5, -0.1, -0.4], [0.2, 0.7, 0.2], [1.6, 1.0, 0.3], [0.1, -1.4, -0.5]]
}

---

| no. | energy (eV) | E_LUMO (eV) |
| --- | --- | --- |
| 1 | -434163.033 | 4.0 |
| 2 | -23405.533 | -2.7 |
| 3 | -24003.641 | -16.4 |